[1]
DFT (ωB97M-V with the def2-TZVPD basis set) results for C24H23N8O2S2Ti as an isolated structure in a non-equilibrium geometry.

Last column: Mulliken charge in e.
Cartesian coordinates (Å):
Ti -0.14546 -0.07866 -0.33967  -0.001
C 2.74951 -2.63491 -1.63573  -0.831
C 2.32968 -1.36575 -1.09861  0.137
N 1.37339 -1.40589 -0.10069  -0.227
C 0.67232 -2.56848 0.05856  0.583
C 1.02279 -3.71717 -0.60264  -0.677
N 2.10076 -3.74334 -1.43003  -0.554
C -0.33782 -2.40675 1.10912  -0.146
C -0.64820 -3.35983 2.02662  -0.981
C -1.43848 -3.01248 3.16358  1.075
C -1.80371 -1.68896 3.29110  -0.806
C -1.47080 -0.72662 2.32687  0.565
N -0.76769 -1.10090 1.18259  1.049
C -1.76048 0.65238 2.50380  -0.203
C -1.79615 1.31509 3.73900  -0.675
N -1.73530 2.61518 3.90214  -0.750
C -1.62254 3.35171 2.74739  -0.467
C -1.70119 2.80844 1.51023  -0.188
N -1.87342 1.45450 1.35324  0.672
C -1.77514 -3.99362 4.19168  0.507
C -0.93745 -5.07764 4.47960  -0.530
C -1.28887 -5.96986 5.47472  -0.349
N -2.40317 -5.88090 6.20011  -0.687
C -3.20673 -4.85395 5.92251  -0.370
C -2.94769 -3.90553 4.95154  -0.489
H 3.62385 -2.67558 -2.27812  0.400
H 3.08725 -0.59975 -0.97437  0.508
H 0.47144 -4.63927 -0.48023  0.404
H -0.28305 -4.36858 1.89212  0.430
H -2.36177 -1.36829 4.16148  0.434
H -1.80167 0.72132 4.64874  0.367
H -1.48369 4.41708 2.87215  0.385
H -1.65282 3.39429 0.60299  0.385
H -0.00566 -5.20228 3.94379  0.385
H -0.63948 -6.80586 5.71515  0.360
H -4.11666 -4.80596 6.51251  0.356
H -3.66218 -3.11422 4.76585  0.447
N 1.32786 0.86858 1.57349  -0.297
N 1.92301 1.90409 0.83812  -0.361
C 1.18686 2.45732 -0.22677  0.629
O 1.50786 3.55612 -0.63582  -0.727
O 0.24437 1.69079 -0.67319  -0.299
H 0.95146 1.19480 2.45796  0.286
H 1.98675 0.12282 1.73733  0.307
H 2.48811 2.57673 1.32800  0.261
C 1.22656 -1.77154 -4.88331  -1.558
C 0.49364 -1.38126 -3.62022  0.339
S 1.31491 -0.17317 -2.63847  -0.478
C -0.72280 -1.83392 -3.27933  0.901
C -1.50885 -2.80064 -4.12645  -1.522
S -1.58760 -1.33316 -1.83426  -0.389
H 2.29958 -1.66754 -4.73016  0.369
H 0.94431 -1.11758 -5.71408  0.270
H 1.01932 -2.80308 -5.17039  0.394
H -0.87636 -3.35307 -4.82043  0.346
H -2.26176 -2.25438 -4.70128  0.275
H -2.03542 -3.50718 -3.48515  0.348
C -2.13841 0.82752 0.13503  -1.395
H -2.39541 1.53102 -0.65002  0.358
H -2.86872 0.02547 0.23902  0.423

- Gap between HOMO and LUMO (alpha / beta): 5.284 / 5.281 eV
- Relative energy (zero: lowest compared OMol25 entry of this formula, charge and spin): 39.0 kcal/mol
- Total charge: -1
- Multiplicity: 1
- HOMO energy (alpha / beta): -3.0 / -3.0 eV

---

[2]
DFT (ωB97M-V with the def2-TZVPD basis set) results for C24H24AsCl5F6N3O4S3V as an isolated structure in a non-equilibrium geometry.

Last column: Mulliken charge in e.
Cartesian coordinates (Å):
V 0.20003 1.09898 0.71200  0.626
F 2.87032 -0.65262 -2.88352  -0.225
C 2.26206 0.46056 -2.46627  0.599
F 2.22048 1.32185 -3.47869  -0.256
F 1.01280 0.12785 -2.14559  -0.118
S 3.14267 1.18551 -0.99178  0.818
O 2.73511 0.38768 0.14659  -0.417
O 4.51760 1.17852 -1.37348  -0.664
N 2.49624 2.64229 -0.98616  -0.302
S 2.05307 3.31023 0.36156  0.877
O 1.59304 2.38773 1.40104  -0.459
O 1.30243 4.50026 0.15661  -0.552
C 3.66865 3.84877 1.09509  0.546
F 3.48137 4.47340 2.25739  -0.200
F 4.41045 2.76000 1.32259  -0.178
F 4.34910 4.65652 0.28880  -0.212
Cl -0.43499 2.57909 -1.61199  -0.222
C -1.26075 3.28818 -0.25364  1.054
C -1.18616 2.44366 0.91266  -0.627
C -2.22044 2.60830 1.86367  -0.322
Cl -2.01618 1.33597 3.21884  -0.201
C -3.15971 4.59607 1.21380  0.595
Cl -3.45105 3.38051 1.89657  -1.691
C -2.68153 5.42434 0.28095  -0.574
Cl -3.16384 7.04272 -0.02319  -0.217
C -1.82953 4.64854 -0.54352  0.426
Cl -1.34181 5.36638 -2.03912  -0.236
C 0.64506 0.13524 2.51089  -1.582
H -0.02849 -0.69305 2.72945  0.322
H 0.65079 0.82413 3.35642  0.504
H 1.66417 -0.23894 2.36507  0.421
C -4.36561 2.62010 1.09415  0.476
C -4.81954 1.67523 0.22016  -0.007
C -5.13374 1.84145 -1.14958  -0.854
C -4.46353 1.06926 -2.06107  0.749
N -3.32050 0.39720 -1.70369  -0.390
C -3.04436 0.21538 -0.45193  -0.357
S -1.43771 -0.43519 0.00746  -0.264
N -3.99318 0.49485 0.52162  -0.197
C -4.79590 1.07048 -3.51627  -1.221
H -4.46182 3.92792 2.53874  0.521
H -3.02643 3.93401 3.00796  0.520
H -3.73474 2.68364 2.86090  0.746
H -5.79479 2.64419 -1.44420  0.356
H -3.68013 0.44998 1.48359  0.425
H -5.60413 1.76973 -3.72543  0.351
H -5.10332 0.06927 -3.82484  0.289
H -3.91422 1.34072 -4.09800  0.293
C 0.24584 -3.12805 -1.29991  -1.424
As 1.13386 -2.10504 0.12829  0.828
C 0.57835 -3.32233 1.57641  -1.414
C 2.99727 -2.83650 -0.13199  -1.531
C 3.10901 -4.31923 -0.07039  0.452
C 2.90533 -5.11094 -1.20143  -0.256
C 2.92440 -6.49509 -1.11852  -0.645
C 3.16434 -7.12037 0.09678  -0.451
C 3.40843 -6.34624 1.22261  -0.606
C 3.37636 -4.96329 1.13879  -0.336
H 0.44185 -4.19613 -1.21199  0.475
H 0.57898 -2.77369 -2.27619  0.287
H -0.82326 -2.94413 -1.21554  0.491
H 0.69617 -4.36798 1.29421  0.506
H -0.47095 -3.11819 1.79130  0.406
H 1.16305 -3.12411 2.47485  0.325
H 3.59266 -2.36663 0.65226  0.617
H 3.33188 -2.44865 -1.09471  0.447
H 2.73837 -4.63000 -2.15776  0.393
H 2.74877 -7.09089 -2.00567  0.372
H 3.16756 -8.20069 0.16392  0.381
H 3.62046 -6.82524 2.17042  0.375
H 3.56396 -4.36348 2.02162  0.335

- Gap between HOMO and LUMO (alpha / beta): 6.089 / 5.332 eV
- Relative energy (zero: lowest compared OMol25 entry of this formula, charge and spin): 684.3 kcal/mol
- Total charge: -1
- <S²>: 3.953
- Multiplicity: 4
- HOMO energy (alpha / beta): -4.4 / -4.5 eV

---

[3]
DFT (ωB97M-V with the def2-TZVPD basis set) results for C24H24BCrF5N2O16 as an isolated structure in a non-equilibrium geometry.

Last column: Mulliken charge in e.
Cartesian coordinates (Å):
Cr 1.38648 -1.69024 26.71352  0.354
N -1.21701 -3.75940 26.77898  0.761
O -2.30306 -3.64517 26.19274  -0.574
O -0.41589 -2.74709 26.66502  -0.159
O -0.89321 -4.71518 27.46181  -0.623
N 2.51875 -4.68928 25.76965  0.691
O 3.41138 -4.97326 24.97976  -0.592
O 1.94608 -5.47143 26.50916  -0.613
O 2.16668 -3.44959 25.81048  -0.011
C 4.11229 -0.06160 26.73095  0.075
O 4.15320 -0.83331 25.55347  -0.136
O 2.92852 -0.51212 27.29574  -0.754
C 5.37912 -0.22876 27.61715  0.835
F 6.54082 0.07824 27.00659  -0.276
F 5.22696 0.57399 28.68896  -0.251
F 5.58148 -1.47382 28.05151  -0.240
C 5.30002 -0.80430 24.71645  -0.444
C 4.94547 -1.50024 23.40429  -0.759
H 5.85696 -2.00121 23.06825  0.412
H 4.10379 -2.18122 23.49619  -0.135
H 4.75136 -0.82015 22.57091  0.325
H 6.16089 -1.26733 25.20038  0.314
H 5.58473 0.22823 24.47886  0.264
H 4.01893 1.01631 26.54348  0.115
B 0.87002 -0.81160 24.74077  1.331
H 0.13470 -1.65146 24.46984  -0.288
H 1.87680 -1.28966 24.95354  -0.155
H 0.90205 -0.06747 23.86649  -0.214
H 0.47620 -0.25284 25.64270  -0.392
C -2.31859 -0.12089 22.80147  -0.066
C -3.70797 0.41883 22.49715  0.319
O -4.23896 -0.53261 21.58400  -0.348
C -3.65719 -1.72146 21.92528  0.528
O -4.03381 -2.78194 21.55033  -0.526
O -2.61263 -1.54694 22.75091  -0.094
F -3.74223 1.62376 21.88576  -0.312
H -2.01197 0.10936 23.81654  -0.021
H -1.58873 0.11967 22.03102  0.151
H -4.26114 0.44310 23.43840  0.321
C 1.67286 -2.89640 21.78607  0.508
C 0.38141 -2.55482 21.04178  0.458
O -0.61142 -3.25312 21.77110  -0.198
C -0.02555 -4.30123 22.36430  0.555
O -0.54288 -5.06187 23.12050  -0.506
O 1.29831 -4.23190 22.19175  -0.386
F 0.33441 -3.00892 19.75572  -0.357
H 1.75703 -2.31544 22.70552  -0.667
H 2.63788 -2.91746 21.29004  0.366
H 0.20764 -1.47976 20.97414  0.150
C 1.15233 4.55411 28.75765  -0.530
C 1.74833 3.61867 27.92024  -0.732
C 1.20033 2.35073 27.78134  0.346
C 0.02907 1.98690 28.42628  0.287
C -0.57916 2.92690 29.28690  0.267
C -0.01409 4.19296 29.44038  -0.697
C -1.86062 2.66967 30.00216  0.330
O -2.32072 3.45565 30.80376  -0.655
C -2.58084 1.45787 29.56456  0.180
C -3.90436 1.21268 29.95084  -0.587
C -4.46079 -0.02549 29.75800  -0.472
C -3.83096 -1.03163 29.01619  -0.733
C -2.55227 -0.77333 28.57198  -0.466
C -1.88387 0.41199 28.89303  0.576
C -0.54030 0.60776 28.38728  0.093
O 0.10756 -0.33565 27.96922  0.100
H 1.60293 5.52054 28.93198  0.406
H 2.63639 3.91067 27.37580  0.437
H 1.65225 1.57122 27.17639  0.084
H -0.44483 4.97647 30.04734  0.434
H -4.44814 2.05836 30.35006  0.436
H -5.51977 -0.12467 29.97083  0.316
H -4.38433 -1.91711 28.74223  0.506
H -2.09178 -1.50776 27.91993  0.343

- Gap between HOMO and LUMO (alpha / beta): 6.349 / 6.478 eV
- Relative energy (zero: lowest compared OMol25 entry of this formula, charge and spin): 0.0 kcal/mol
- Total charge: -1
- <S²>: 3.795
- Multiplicity: 4
- HOMO energy (alpha / beta): -6.5 / -6.5 eV

---

[4]
DFT (ωB97M-V with the def2-TZVPD basis set) results for C24H24CoN5O2 as an isolated structure in a non-equilibrium geometry.

Last column: Mulliken charge in e.
Cartesian coordinates (Å):
Co 0.11998 -0.12644 0.06866  -0.499
C -1.98257 3.10826 -1.81140  -1.035
C -1.73408 1.93071 -1.09458  0.001
N -0.51186 1.44366 -0.96976  0.245
C 0.51883 2.09402 -1.56008  0.423
C 0.36615 3.25314 -2.31229  0.542
C -0.94201 3.76559 -2.42325  -0.534
C 1.53018 3.82390 -2.93514  -0.897
C 2.74173 3.23162 -2.82226  -0.911
C 2.90711 2.02301 -2.06007  0.660
C 4.11148 1.30118 -1.94980  -0.632
C 4.13403 0.12208 -1.24353  -1.032
C 2.97211 -0.32251 -0.60556  0.041
N 1.84267 0.36868 -0.65011  0.565
C 1.79827 1.49693 -1.40470  0.110
H -2.99604 3.47479 -1.88595  0.459
H -2.53261 1.37255 -0.62313  0.545
H -1.11997 4.66659 -2.99673  0.492
H 1.41395 4.72938 -3.51589  0.454
H 3.60786 3.65254 -3.31536  0.457
H 5.00388 1.66434 -2.44392  0.491
H 5.03205 -0.47431 -1.17532  0.437
H 2.95854 -1.26326 -0.06997  0.442
C -0.52987 2.37790 3.37712  -1.663
C -0.30183 0.87249 3.32993  0.881
C -1.62845 0.12702 3.34784  -1.498
C 0.62151 0.41892 4.45479  -1.542
N 0.40146 0.63896 2.00123  0.135
N 0.75439 -0.70883 1.73491  -0.218
H -0.99050 2.64601 4.32629  0.438
H -1.19266 2.69906 2.57307  0.363
H 0.41178 2.92725 3.30380  0.460
H -2.17469 0.42293 4.24237  0.531
H -1.51208 -0.95851 3.41083  0.371
H -2.23509 0.36668 2.47730  0.263
H 0.15395 0.64770 5.41152  0.455
H 1.58040 0.94081 4.42398  0.399
H 0.79962 -0.65824 4.43596  0.364
H 1.24556 1.20658 1.94996  0.432
H 0.11441 -1.35201 2.19855  0.301
H 1.71731 -0.97384 1.92841  0.350
O 1.35480 -3.15129 -1.99896  -0.578
C 0.28097 -2.94209 -1.52492  0.411
N -0.07163 -1.80073 -0.75478  0.395
C -1.32739 -1.88440 -0.34423  0.572
O -1.67462 -0.88032 0.36621  -0.579
C -1.97568 -3.11087 -0.81285  0.379
C -3.23873 -3.64076 -0.66016  -0.353
C -3.48534 -4.87026 -1.27189  -0.674
C -2.49755 -5.52471 -1.99623  -0.486
C -1.21724 -4.98151 -2.14373  -0.537
C -0.97938 -3.76926 -1.54416  -0.088
H -4.00778 -3.13134 -0.09571  0.527
H -4.46320 -5.32257 -1.18092  0.433
H -2.72422 -6.47641 -2.45744  0.428
H -0.44788 -5.49082 -2.70791  0.505

- Gap between HOMO and LUMO (alpha / beta): 7.810 / 7.810 eV
- Relative energy (zero: lowest compared OMol25 entry of this formula, charge and spin): 8.6 kcal/mol
- Total charge: +2
- Multiplicity: 1
- HOMO energy (alpha / beta): -14.8 / -14.8 eV